Density functional theory data (ωB97M-V with the def2-TZVPD basis set) for a molecular structure, C4H3NO2S at a distorted geometry.

XYZ file:
```
11
C4H3NO2S (ωB97M-V with the def2-TZVPD basis set)
S 2.326 0.036 -0.438
O -2.343 1.049 -1.430
O -0.673 -1.462 1.422
N -1.416 -0.638 0.569
C 0.556 -1.160 1.083
C 0.767 -0.445 0.029
C -0.622 -0.091 -0.254
C -1.126 1.069 -1.019
H -0.251 1.931 -1.386
H 1.318 -1.912 1.730
H 1.463 1.623 -0.305
```

Its HOMO energy is -0.353 hartree. The total charge is 0. The LUMO energy comes out at -1.23 eV.

The natural (NBO) scheme yields these atomic charges, measured in e: atom 1 (S): 0.119, atom 2 (O): -0.467, atom 3 (O): -0.264, atom 4 (N): -0.053, atom 5 (C): 0.168, atom 6 (C): -0.396, atom 7 (C): 0.011, atom 8 (C): 0.389, atom 9 (H): 0.148, atom 10 (H): 0.211, atom 11 (H): 0.133

***

Density functional theory data (ωB97M-V with the def2-TZVPD basis set) for 2 unconnected molecules or ions with the total composition CHClNO2 at a distorted geometry.

XYZ file:
```
6
CHClNO2 (ωB97M-V with the def2-TZVPD basis set)
Cl 2.999 0.245 -0.260
O -1.493 0.381 -1.186
O -2.153 -0.010 0.989
N 1.526 -0.199 0.520
C -1.670 0.205 -0.049
H 0.791 -0.623 -0.013
```

Its HOMO energy is -0.059 hartree. The total charge is -1. The LUMO energy comes out at 3.35 eV.

The natural (NBO) scheme yields these atomic charges, measured in e: atom 1 (Cl): -0.100, atom 2 (O): -0.529, atom 3 (O): -0.540, atom 4 (N): -1.137, atom 5 (C): 1.035, atom 6 (H): 0.271

***

Density functional theory data (ωB97M-V with the def2-TZVPD basis set) for 3 unconnected molecules or ions with the total composition C29H45N2O9P at a distorted geometry.

XYZ file:
```
86
C29H45N2O9P (ωB97M-V with the def2-TZVPD basis set)
P -5.485 -2.845 -2.922
O 3.578 -2.447 5.482
O 2.710 3.449 -0.325
O -5.641 -4.286 -2.563
O -2.702 2.096 -1.037
O -2.549 -0.379 3.074
O -4.565 -2.832 -4.331
O -1.313 4.335 -5.772
O -6.960 -2.170 -3.239
O 2.999 4.008 0.912
N 0.318 2.373 -1.581
N 2.870 0.292 2.371
C 3.883 -0.495 1.609
C 1.028 1.725 -2.713
C -2.220 2.377 -4.592
C 3.433 -0.433 6.890
C 2.784 -1.327 5.848
C 2.673 -2.859 1.569
C 3.915 -3.347 6.528
C -2.256 1.086 -0.539
C 1.680 0.593 1.595
C -4.560 -2.756 -0.257
C -3.077 -1.032 0.766
C -1.809 3.838 -4.540
C -0.863 0.992 0.156
C 2.709 -3.982 7.196
C 0.408 0.035 2.101
C -3.478 5.079 -6.669
C 1.624 1.392 0.368
C 0.564 0.245 -3.026
C -0.857 0.206 1.424
C -3.826 -2.266 0.921
C 2.981 2.026 -0.135
C -2.204 4.281 -6.876
C 3.302 -1.654 0.720
C -3.071 -0.255 -0.498
C 0.347 1.605 -0.381
C 1.128 -3.093 1.283
C -3.813 -0.766 -1.652
C -4.550 -2.041 -1.547
C -2.208 -0.414 1.921
H 3.764 1.998 0.672
H 0.859 -4.142 1.013
H 4.191 -2.114 0.192
H 0.596 -0.442 -2.143
H 2.913 -2.757 2.667
H -2.555 2.041 -3.608
H -2.425 3.239 -7.132
H -1.001 3.954 -3.814
H -3.246 6.124 -6.457
H -0.634 2.544 -1.910
H 2.628 -0.749 4.934
H 2.162 4.122 1.407
H 0.796 -2.345 0.505
H -6.856 -1.544 -3.985
H 0.771 2.332 -3.631
H -3.787 -0.203 -2.615
H -4.103 5.034 -7.564
H 3.377 1.544 -1.062
H 4.547 -0.990 2.380
H 2.072 -3.240 7.680
H -5.136 -3.708 -0.176
H 3.030 -4.694 7.960
H -4.068 4.697 -5.834
H 1.314 -0.169 -3.766
H -3.856 -2.837 1.874
H 3.603 -0.958 7.831
H 1.792 -1.660 6.176
H 3.317 1.207 2.533
H 2.097 -4.510 6.461
H 0.415 -0.551 3.053
H -3.035 2.207 -5.298
H -1.378 1.755 -4.910
H 4.568 0.116 0.962
H -3.751 -2.310 -4.172
H 0.576 -2.787 2.220
H 3.196 -3.810 1.252
H 4.521 -4.132 6.070
H -0.429 0.249 -3.547
H -2.633 4.466 -4.185
H 2.148 1.783 -2.636
H 2.796 0.429 7.100
H -1.660 4.696 -7.727
H 4.558 -2.850 7.261
H 2.618 -1.311 -0.103
H 4.402 -0.076 6.535
```

Its HOMO energy is -0.324 hartree. The total charge is 0. The LUMO energy comes out at -1.13 eV. The SMILES is CCCCNc1cc2c(c(NCC)c1COO)C(=O)c1cc(P(=O)(O)O)ccc1C2=O.CCOCC.CCOCC.

The Löwdin scheme yields these atomic charges, measured in e: atom 1 (P): 0.550, atom 2 (O): -0.175, atom 3 (O): -0.158, atom 4 (O): -0.304, atom 5 (O): 0.095, atom 6 (O): 0.125, atom 7 (O): -0.158, atom 8 (O): -0.155, atom 9 (O): -0.138, atom 10 (O): -0.044, atom 11 (N): 0.024, atom 12 (N): -0.005, atom 13 (C): -0.216, atom 14 (C): -0.224, atom 15 (C): -0.077, atom 16 (C): -0.078, atom 17 (C): -0.283, atom 18 (C): -0.218, atom 19 (C): -0.280, atom 20 (C): -0.273, atom 21 (C): -0.189, atom 22 (C): -0.024, atom 23 (C): -0.047, atom 24 (C): -0.271, atom 25 (C): -0.001, atom 26 (C): -0.080, atom 27 (C): 0.039, atom 28 (C): -0.080, atom 29 (C): -0.021, atom 30 (C): -0.077, atom 31 (C): -0.049, atom 32 (C): 0.024, atom 33 (C): -0.122, atom 34 (C): -0.279, atom 35 (C): -0.185, atom 36 (C): -0.044, atom 37 (C): -0.133, atom 38 (C): -0.113, atom 39 (C): 0.007, atom 40 (C): -0.211, atom 41 (C): -0.277, atom 42 (H): 0.106, atom 43 (H): 0.069, atom 44 (H): 0.110, atom 45 (H): 0.068, atom 46 (H): 0.098, atom 47 (H): 0.053, atom 48 (H): 0.105, atom 49 (H): 0.107, atom 50 (H): 0.083, atom 51 (H): 0.086, atom 52 (H): 0.094, atom 53 (H): 0.117, atom 54 (H): 0.058, atom 55 (H): 0.081, atom 56 (H): 0.113, atom 57 (H): 0.109, atom 58 (H): 0.078, atom 59 (H): 0.123, atom 60 (H): 0.124, atom 61 (H): 0.066, atom 62 (H): 0.110, atom 63 (H): 0.077, atom 64 (H): 0.065, atom 65 (H): 0.083, atom 66 (H): 0.123, atom 67 (H): 0.065, atom 68 (H): 0.107, atom 69 (H): 0.115, atom 70 (H): 0.081, atom 71 (H): 0.121, atom 72 (H): 0.070, atom 73 (H): 0.069, atom 74 (H): 0.101, atom 75 (H): 0.067, atom 76 (H): 0.060, atom 77 (H): 0.098, atom 78 (H): 0.118, atom 79 (H): 0.054, atom 80 (H): 0.113, atom 81 (H): 0.100, atom 82 (H): 0.078, atom 83 (H): 0.119, atom 84 (H): 0.106, atom 85 (H): 0.095, atom 86 (H): 0.082

***

Density functional theory data (ωB97M-V with the def2-TZVPD basis set) for a molecular structure, C23H36N5RhSe.

XYZ file:
```
66
C23H36N5RhSe (ωB97M-V with the def2-TZVPD basis set)
Rh 0.088 -0.054 0.220
Se 2.311 0.150 -0.890
N 4.157 1.955 0.363
N -0.151 -1.641 -1.181
N 0.589 -0.100 -5.531
N -0.594 1.338 -1.233
N 4.647 -0.119 0.800
C -1.450 0.946 -2.418
C -0.932 -2.948 1.832
C 2.222 0.821 2.954
C 5.341 1.992 1.083
C 0.666 -1.023 2.165
C 0.935 0.359 2.378
C -1.085 -1.561 -2.370
C 7.605 1.343 2.474
C 6.158 3.046 1.490
C 7.289 2.691 2.188
C -2.082 -0.423 -2.205
C -0.083 1.274 2.028
C -1.667 -0.532 1.656
C -0.642 -1.486 1.891
C -2.510 1.849 1.582
C 6.801 0.303 2.071
C 3.757 0.683 0.203
C 5.652 0.661 1.364
C -0.353 -1.491 -3.715
C -0.718 1.036 -3.762
C 0.237 -0.122 -4.051
C 4.658 -1.581 0.850
C -1.420 0.849 1.762
H -0.198 1.994 -3.848
H -1.634 -2.504 -2.380
H -2.247 1.689 -2.467
H 1.250 -0.844 -5.781
H -1.805 -3.182 1.222
H -2.671 -0.876 1.434
H 0.415 -2.267 -3.771
H 7.056 -0.726 2.287
H 7.965 3.465 2.526
H -2.141 2.816 1.238
H 5.555 -1.947 0.355
H -1.506 1.051 -4.522
H 1.191 0.028 -3.543
H -0.068 -3.535 1.517
H 3.712 2.750 -0.072
H 0.767 -1.974 -1.478
H 1.455 -1.747 2.325
H 0.128 2.335 2.088
H 5.928 4.079 1.266
H 4.666 -1.906 1.889
H -1.172 -3.276 2.851
H -0.508 -2.390 -0.590
H 2.507 1.812 2.607
H -3.312 1.487 0.940
H 0.207 1.888 -1.545
H 8.512 1.128 3.024
H -0.242 -0.230 -6.120
H 3.781 -1.966 0.338
H 2.061 0.898 4.037
H -2.884 -0.554 -2.935
H 1.019 0.788 -5.813
H -1.157 1.983 -0.681
H 3.029 0.108 2.803
H -2.955 2.030 2.568
H -2.562 -0.473 -1.226
H -1.104 -1.753 -4.468
```

Its HOMO energy is -0.697 hartree. The total charge is +4. The LUMO energy comes out at -13.01 eV.

The natural (NBO) scheme yields these atomic charges, measured in e: atom 1 (Rh): 0.604, atom 2 (Se): 0.021, atom 3 (N): -0.502, atom 4 (N): -0.738, atom 5 (N): -0.673, atom 6 (N): -0.738, atom 7 (N): -0.302, atom 8 (C): -0.051, atom 9 (C): -0.691, atom 10 (C): -0.672, atom 11 (C): 0.177, atom 12 (C): -0.217, atom 13 (C): 0.124, atom 14 (C): -0.051, atom 15 (C): -0.137, atom 16 (C): -0.235, atom 17 (C): -0.132, atom 18 (C): -0.434, atom 19 (C): -0.226, atom 20 (C): -0.261, atom 21 (C): 0.117, atom 22 (C): -0.687, atom 23 (C): -0.212, atom 24 (C): 0.233, atom 25 (C): 0.089, atom 26 (C): -0.458, atom 27 (C): -0.458, atom 28 (C): -0.034, atom 29 (C): -0.422, atom 30 (C): 0.120, atom 31 (H): 0.250, atom 32 (H): 0.257, atom 33 (H): 0.256, atom 34 (H): 0.462, atom 35 (H): 0.254, atom 36 (H): 0.284, atom 37 (H): 0.250, atom 38 (H): 0.256, atom 39 (H): 0.267, atom 40 (H): 0.249, atom 41 (H): 0.264, atom 42 (H): 0.259, atom 43 (H): 0.228, atom 44 (H): 0.256, atom 45 (H): 0.453, atom 46 (H): 0.420, atom 47 (H): 0.271, atom 48 (H): 0.273, atom 49 (H): 0.258, atom 50 (H): 0.241, atom 51 (H): 0.319, atom 52 (H): 0.420, atom 53 (H): 0.255, atom 54 (H): 0.258, atom 55 (H): 0.421, atom 56 (H): 0.267, atom 57 (H): 0.457, atom 58 (H): 0.222, atom 59 (H): 0.309, atom 60 (H): 0.277, atom 61 (H): 0.462, atom 62 (H): 0.417, atom 63 (H): 0.245, atom 64 (H): 0.318, atom 65 (H): 0.232, atom 66 (H): 0.260

***

Density functional theory data (ωB97M-V with the def2-TZVPD basis set) for a molecular structure, C10H13ClI2N2OPW at a distorted geometry.

XYZ file:
```
31
C10H13ClI2N2OPW (ωB97M-V with the def2-TZVPD basis set)
W 0.000 0.000 0.000
I 1.857 -4.682 -1.478
I -0.580 -4.831 -0.872
Cl 2.383 0.044 -0.106
P 0.036 0.544 -2.253
O -2.988 -0.054 0.134
N 0.022 -0.101 2.035
N 0.000 0.000 7.344
C 0.020 1.108 2.660
C 0.005 -1.241 4.101
C 0.000 0.000 6.198
C 0.909 2.113 -2.618
C -1.818 -0.033 0.082
C -1.572 0.742 -3.108
C 0.010 1.185 4.041
C 0.000 0.000 4.757
C 0.922 -0.678 -3.290
C 0.015 -1.272 2.712
H 0.000 -2.169 4.660
H 0.013 -2.213 2.177
H -2.149 1.532 -2.617
H 0.979 2.284 -3.698
H 0.009 2.147 4.540
H 0.023 2.014 2.069
H 0.372 2.941 -2.149
H -1.428 0.999 -4.162
H 1.909 2.053 -2.182
H 0.986 -0.341 -4.330
H -2.139 -0.190 -3.035
H 0.397 -1.636 -3.246
H 1.925 -0.810 -2.875
```

Its HOMO energy (alpha / beta) is -0.720 / -0.719 hartree. The total charge is +3. The LUMO energy (alpha / beta) comes out at -13.60 / -14.37 eV. The spin multiplicity is 3.

The natural (NBO) scheme yields these atomic charges, measured in e: atom 1 (W): 1.342, atom 2 (I): 0.560, atom 3 (I): 0.451, atom 4 (Cl): -0.334, atom 5 (P): 0.848, atom 6 (O): -0.281, atom 7 (N): -0.589, atom 8 (N): -0.059, atom 9 (C): 0.069, atom 10 (C): -0.159, atom 11 (C): 0.169, atom 12 (C): -0.909, atom 13 (C): 0.274, atom 14 (C): -0.912, atom 15 (C): -0.153, atom 16 (C): 0.024, atom 17 (C): -0.900, atom 18 (C): 0.067, atom 19 (H): 0.287, atom 20 (H): 0.227, atom 21 (H): 0.270, atom 22 (H): 0.293, atom 23 (H): 0.295, atom 24 (H): 0.243, atom 25 (H): 0.269, atom 26 (H): 0.289, atom 27 (H): 0.269, atom 28 (H): 0.297, atom 29 (H): 0.256, atom 30 (H): 0.237, atom 31 (H): 0.261

***

Number 1: energy -20610.9731 eV. Number 2: energy -19159.8457 eV. Number 3: energy -61494.7059 eV. Number 4: energy -100203.9199 eV. Number 5: energy -55412.2491 eV.